No. 1
Formula: C23H49N3P4SV
Source: OMol25
Level of theory: ωB97M-V with the def2-TZVPD basis set

Last column: Mulliken charge in e.
Atoms and positions in Å:
V 0.826571 -0.421070 -0.509029  -0.3352
P -0.276184 1.420267 0.463951  0.6910
P -2.810652 -1.562913 -0.933703  1.4163
P 2.727445 0.637292 -0.535405  1.3342
H 1.944985 -1.421888 -5.182795  0.3544
C 2.573735 -1.377904 -4.260967  -0.5348
C 2.616892 -2.410015 -3.402528  -0.8689
H 2.196954 -3.374390 -3.663193  0.4484
C -0.609034 2.734295 -0.775023  -1.0935
C -1.885518 1.436918 1.373006  -1.5365
C 0.661692 2.394027 1.728593  -1.1301
C -3.608807 -2.734722 -1.992094  -1.3281
C -3.772538 -1.520001 0.559162  -1.4851
C -2.778222 0.041303 -1.724979  -0.1657
C 3.896182 -0.266099 -1.572943  -0.5660
C 3.745095 0.944058 0.948787  -1.5159
C 2.785962 2.295529 -1.305921  -1.5348
H 3.325551 -0.584249 -4.349381  0.4325
H 3.276428 -2.479255 -2.532738  0.3219
H -1.091145 3.570992 -0.252046  0.4680
H -1.263857 2.359866 -1.571377  0.2893
H 0.320479 3.079856 -1.240093  0.4408
H -2.006465 2.441782 1.794986  0.6156
H -1.874196 0.736427 2.214083  0.4783
H -2.753224 1.221994 0.743883  0.6382
H -0.023032 3.151226 2.130862  0.5749
H 1.538204 2.900472 1.302625  0.3729
H 0.958745 1.751322 2.567184  0.2430
H -4.586451 -2.955708 -1.526614  0.4914
H -2.997437 -3.624514 -2.089050  0.3768
H -3.741295 -2.279409 -2.980583  0.4154
H -4.808846 -1.366607 0.224844  0.5502
H -3.503610 -0.711573 1.246313  0.3757
H -3.686378 -2.482815 1.082019  0.5054
H -3.724354 0.193007 -2.267972  0.6685
H -1.964692 0.131340 -2.458768  -0.4396
H -2.649989 0.862005 -1.001559  -0.0975
H 4.763508 0.353291 -1.828074  0.5462
H 3.390282 -0.553643 -2.488970  -0.6899
H 4.182057 -1.196267 -1.073568  0.5017
H 4.575646 1.616686 0.707213  0.5283
H 4.144330 -0.002191 1.322574  0.4867
H 3.142832 1.401791 1.733697  0.4499
H 3.810269 2.488178 -1.645402  0.5755
H 2.498423 3.068910 -0.586318  0.4141
H 2.120656 2.353056 -2.173378  0.3435
C -0.536950 -1.359673 -3.731220  1.0268
C -0.267298 -0.018019 -4.074082  -0.6200
C -0.842438 0.518401 -5.239261  -0.4770
C -1.631324 -0.290401 -6.071221  -0.7025
C -1.932036 -1.609544 -5.716738  -0.6556
C -1.334110 -2.155802 -4.587906  -1.0608
S 0.031589 -2.091157 -2.257653  -0.5602
H -1.533308 -2.202641 -0.799164  -0.2963
H 0.358887 0.604977 -3.418934  0.4596
H -0.737803 1.598329 -5.420670  0.4472
H -2.035035 0.132882 -6.988218  0.4350
H -2.617320 -2.238589 -6.301271  0.4487
H -1.468740 -3.208555 -4.307019  0.5675
C 2.190774 -3.305407 3.611151  -0.8976
N 1.771103 -1.915201 3.944811  0.1576
C 0.405139 -1.930609 4.499831  -0.8870
N -0.580886 -2.556049 3.574333  0.1147
C -0.132850 -3.943014 3.268243  -0.8541
N 1.242262 -3.984733 2.683240  0.1737
C 1.278575 -3.406357 1.345003  -1.3784
P 0.816928 -1.613415 1.408074  2.6852
C 1.893292 -1.023649 2.803845  -1.0620
C -0.771633 -1.742800 2.388852  -1.0851
H 2.224292 -3.884142 4.552255  0.3312
H 3.186525 -3.263340 3.140364  0.3883
H 0.088547 -0.901010 4.706989  0.3587
H 0.432758 -2.542920 5.412791  0.3347
H -0.838331 -4.402791 2.558843  0.3539
H -0.105763 -4.512039 4.214841  0.3181
H 2.293915 -3.454539 0.919783  0.5528
H 0.568241 -3.901958 0.660272  0.4500
H 1.594608 0.012394 3.063006  0.2524
H 2.930552 -1.029452 2.445416  0.3423
H -1.532611 -2.203251 1.748656  -0.0066
H -1.086253 -0.726387 2.669449  0.3171

Cartesian forces (eV/Å) of the 2 atoms listed first:
-3.671 -2.954 -3.158
-1.235 2.602 1.065

Values from the calculation:
Charge: +3
E_HOMO (alpha / beta), eV: -15.735 / -15.858
HOMO-LUMO gap (alpha / beta), eV: 4.411 / 5.657
Multiplicity: 3

***

No. 2
Formula: C23H49N3P4SeTi
Source: OMol25
Level of theory: ωB97M-V with the def2-TZVPD basis set

Last column: Mulliken charge in e.
Atoms and positions in Å:
Ti -0.692553 -0.055701 -0.670603  -1.1633
P -3.081256 -0.422378 -0.361310  0.9731
P -0.121706 -2.497691 -0.887627  0.9269
P -0.255240 2.475391 -0.663823  0.9763
H 4.427761 -1.470780 0.577588  0.4028
C 4.162305 -0.402926 0.474388  0.0473
C 4.387604 0.384976 1.706513  -1.0929
H 4.307232 -0.094179 2.679769  0.3416
C -3.995428 -0.996872 -1.836765  -1.1302
C -3.724539 -1.558412 0.918010  -1.1112
C -3.924904 1.164980 -0.013056  -1.2542
C 1.646020 -2.832852 -1.202532  -1.0445
C -0.522099 -3.729353 0.400552  -1.1959
C -0.912379 -3.242053 -2.361180  -1.1440
C 1.555526 2.684786 -0.883735  -1.1099
C -0.659883 3.655328 0.678425  -1.2968
C -0.909843 3.416769 -2.091713  -1.0697
H 4.708510 0.027322 -0.384182  0.3641
H 4.756534 1.404837 1.625246  0.3529
H -5.052495 -0.727097 -1.707373  0.5006
H -3.907784 -2.085264 -1.942236  0.3817
H -3.604425 -0.520807 -2.745305  0.3598
H -4.768814 -1.294928 1.137225  0.4733
H -3.139589 -1.497459 1.844837  0.1792
H -3.686964 -2.590882 0.547042  0.4514
H -5.006575 1.004093 -0.120919  0.5898
H -3.602629 1.935632 -0.726361  0.3080
H -3.707432 1.514093 1.004724  0.3133
H 1.772823 -3.903753 -1.415412  0.5317
H 2.240325 -2.564905 -0.318676  0.2039
H 2.005028 -2.249601 -2.060010  0.3237
H -0.505231 -4.730572 -0.051197  0.5212
H -1.520632 -3.542588 0.815037  0.2250
H 0.212964 -3.688286 1.213191  0.4139
H -0.448533 -4.222923 -2.534833  0.5084
H -0.761517 -2.600391 -3.239126  0.2982
H -1.990843 -3.366742 -2.202418  0.3611
H 1.793354 3.756322 -0.827880  0.5256
H 1.864106 2.296106 -1.862305  0.3192
H 2.116024 2.147928 -0.104879  0.1293
H -0.457000 4.675296 0.322147  0.5582
H -0.069124 3.476251 1.584350  0.3702
H -1.726126 3.577414 0.928769  0.3560
H -0.525626 4.445158 -2.037774  0.4936
H -2.006179 3.440423 -2.060328  0.3784
H -0.600827 2.956018 -3.038284  0.4109
C 0.755626 0.167010 -4.070001  0.6975
C 2.050514 -0.031339 -3.581622  -0.1914
C 3.120057 -0.097201 -4.486600  -0.9543
C 2.892403 0.070232 -5.858224  -0.5198
C 1.593378 0.298093 -6.336066  -0.7571
C 0.521773 0.340978 -5.440870  -0.7009
Se -0.860173 0.201080 -2.898154  -0.0887
H 3.034461 -0.357476 0.187644  -0.4027
H 2.221920 -0.134207 -2.506512  0.5893
H 4.131186 -0.277637 -4.116150  0.4473
H 3.727971 0.025988 -6.558582  0.4223
H 1.415528 0.439946 -7.402690  0.4441
H -0.499890 0.505804 -5.787463  0.4407
C 1.327636 -0.341702 4.520216  -0.8825
N 1.231964 1.024265 3.964640  0.2438
C 0.034727 1.690019 4.519914  -0.9670
N -1.208823 0.929957 4.251302  0.1895
C -1.072005 -0.442667 4.787944  -0.9640
N 0.114860 -1.144692 4.246404  0.2145
C -0.029082 -1.446149 2.826322  -1.1463
P -0.215575 0.115116 1.830860  2.4167
C 1.258756 1.044120 2.507392  -0.1460
C -1.573154 0.935636 2.842839  -1.0032
H 1.435706 -0.253907 5.613232  0.3684
H 2.198697 -0.849444 4.081181  0.2452
H -0.058684 2.695479 4.086775  0.3990
H 0.157492 1.749572 5.613093  0.3363
H -1.973499 -1.017921 4.534387  0.4021
H -0.956069 -0.365309 5.880464  0.3199
H 0.860151 -1.987117 2.470812  0.3989
H -0.906690 -2.091516 2.674817  0.3993
H 1.235326 2.086060 2.155286  0.6103
H 2.202910 0.606027 2.145611  -0.8338
H -2.520019 0.394200 2.699765  0.5011
H -1.717316 1.968950 2.496032  0.2132

Cartesian forces (eV/Å) of the 2 atoms listed first:
0.200 0.705 0.744
-2.400 -0.280 -0.006

Values from the calculation:
Charge: +3
E_HOMO (alpha / beta), eV: -15.283 / -16.356
HOMO-LUMO gap (alpha / beta), eV: 4.320 / 5.389
ΔE to the lowest compared entry with this formula, charge and spin, kcal/mol: 0.0
Multiplicity: 2

***

No. 3
Formula: C23H49O21PS5
Source: OMol25
Level of theory: ωB97M-V with the def2-TZVPD basis set

Last column: Mulliken charge in e.
Atoms and positions in Å:
C -1.427214 -1.891101 0.996331  -0.8468
C -0.070213 -1.032453 0.628290  1.0749
C -0.356266 0.498845 0.101610  -0.6599
C -0.317383 0.685932 -1.527164  0.3003
C 1.179271 1.055070 -2.132835  -0.0816
C 1.206653 0.966781 -3.792061  -0.7597
C 2.209001 -0.241236 -4.350836  -0.2384
C 1.500191 -1.688725 -4.035174  0.5344
C 2.308205 -2.331295 -2.740794  -0.3125
P 2.185140 -4.231200 -2.597837  -0.2139
C 0.384955 -4.858195 -2.489481  -0.8306
C -0.762014 -3.687314 -2.462994  0.2119
O -1.192508 -3.498791 -3.887720  -0.3818
C -2.646423 -3.166074 -3.932542  -0.4039
C -3.027026 -1.778911 -3.145875  -0.2353
H -2.202635 -1.792023 0.094214  0.0287
H -1.096133 -3.036645 0.992306  0.2742
H -1.910797 -1.622627 2.028549  0.3276
H 0.486828 -1.655482 -0.218841  -0.4819
H 0.703664 -0.968242 1.534650  -0.3510
H 0.347164 1.256693 0.680940  0.1430
H -1.462308 0.766535 0.456585  0.2656
H -0.769659 -0.241935 -2.114866  -0.5698
H -1.029069 1.608540 -1.779057  0.2590
H 1.366433 2.198815 -1.880652  0.3377
H 2.056512 0.463068 -1.619303  -0.0098
H 1.538529 2.003678 -4.274362  0.3759
H 0.070923 0.780469 -4.108693  0.2472
H 2.290425 -0.142091 -5.535915  -0.2472
H 3.237821 -0.067290 -3.814179  0.3664
H 1.445364 -2.422903 -4.945652  0.3545
H 0.394679 -1.438737 -3.661129  -0.5318
H 2.041012 -1.743494 -1.744624  -0.2187
H 3.458933 -2.083424 -2.938424  0.4689
H 2.702306 -4.751565 -3.868115  -0.0016
H 0.277348 -5.534947 -1.517765  0.3367
H 0.186166 -5.576874 -3.420983  0.3349
H -0.409984 -2.671937 -1.967736  -0.2906
H -1.724157 -4.092184 -1.906835  0.5554
H -3.236863 -4.115286 -3.585864  0.3084
H -2.901756 -2.987285 -5.074764  0.2860
H -4.101276 -1.402004 -3.453432  0.3898
H -2.952742 -1.859507 -1.975442  -0.1195
H -2.273464 -0.946948 -3.551835  0.0566
C 3.874350 -2.089126 3.974552  -0.3455
C 4.755976 -0.948901 4.476890  -0.3893
O 4.881424 -0.058783 3.370214  -0.3249
S 3.510703 -0.113928 2.487883  1.0964
O 2.674139 0.997117 2.883953  -0.4048
O 3.862745 -0.383267 1.113137  -0.5461
O 2.893148 -1.473759 3.141631  -0.3075
H 4.449120 -2.791294 3.362060  0.2859
H 3.393724 -2.630922 4.793535  0.3218
H 5.738363 -1.295891 4.805957  0.3200
H 4.269784 -0.405416 5.293941  0.2754
C 0.390877 3.554274 5.393545  -0.4013
C 0.364073 2.090980 4.960219  -0.0026
O -0.773154 1.529634 5.611669  -0.2686
S -1.921100 2.679108 5.757794  1.0924
O -2.859022 2.521164 4.668535  -0.5738
O -2.326879 2.746215 7.142439  -0.4750
O -0.974584 3.965720 5.431247  -0.2694
H 0.806231 3.659437 6.401003  0.3808
H 0.958622 4.179953 4.699668  0.2520
H 1.273728 1.556027 5.243277  0.2291
H 0.211753 2.002807 3.879314  0.0550
C -5.067098 -1.373409 7.672605  -0.3840
C -3.965925 -1.259104 8.723353  -0.3330
O -2.882204 -0.612935 8.059430  -0.3300
S -3.481520 0.415105 6.943911  1.1975
O -3.507778 1.741094 7.520275  -0.4646
O -2.862032 0.121599 5.672498  -0.4790
O -5.006594 -0.160771 6.923578  -0.3395
H -4.874297 -2.206205 6.988629  0.2737
H -6.056080 -1.494698 8.122580  0.3097
H -3.655956 -2.233050 9.109510  0.3059
H -4.280464 -0.621090 9.556022  0.2928
C -1.079832 5.655929 0.449392  -0.1494
C -2.372712 6.342105 0.882222  -0.3999
O -2.535251 5.999082 2.256521  -0.3360
S -1.063143 5.842219 2.941148  0.8990
O -0.743424 7.082303 3.612791  -0.6424
O -0.996916 4.554585 3.592313  -0.1851
O -0.195423 5.772147 1.562725  -0.3601
H -1.244674 4.591220 0.255047  0.1300
H -0.641145 6.122987 -0.436433  0.3242
H -3.235050 6.012412 0.297888  0.3339
H -2.282492 7.431417 0.814469  0.3052
C 2.100782 -1.948484 -9.647398  -0.3955
C 1.468359 -1.166726 -8.499088  -0.1708
O 2.385204 -0.112189 -8.216021  -0.2189
S 3.129655 0.328114 -9.598898  1.0464
O 2.446755 1.486986 -10.129742  -0.5438
O 4.557203 0.286177 -9.382687  -0.5306
O 2.701435 -0.967420 -10.491152  -0.3115
H 2.890164 -2.614030 -9.283432  0.3054
H 1.363197 -2.531363 -10.205516  0.3180
H 1.306839 -1.785461 -7.613172  0.2186
H 0.518762 -0.715402 -8.805524  0.2618

Cartesian forces (eV/Å) of the 2 atoms listed first:
0.710 -0.650 -0.815
0.606 -0.075 -0.183

Values from the calculation:
E_HOMO, eV: -7.115
HOMO-LUMO gap, eV: 7.458
Multiplicity: 1